No. 1
Computed, not measured: a molecular structure, C18H15FMnN3O5S, with ωB97M-V/def2-TZVPD.

Geometry (Å):
Mn (-0.1924, -0.4486, 0.0252)
S (-6.0669, -2.9211, 1.2963)
F (0.9247, -3.7099, 4.8171)
O (-5.5901, -3.5080, 2.5364)
O (1.4684, 0.5365, -0.3951)
O (0.0013, -0.7229, -1.9142)
O (-7.2788, -2.1349, 1.4203)
O (-5.9985, -3.7922, 0.1364)
N (1.9139, 0.4125, -1.6034)
N (-1.6505, 1.0530, 0.3404)
N (1.1330, -0.2142, -2.3616)
C (-0.5647, -2.7293, 3.3039)
C (-3.9058, -1.8731, -0.0785)
C (1.5846, -1.2023, 2.3237)
C (1.0330, -1.5087, -5.8242)
C (-4.8099, -1.6851, 0.9553)
C (2.1270, -0.8677, -6.3839)
C (2.8957, -0.0022, -5.6153)
C (-4.7237, -0.5431, 1.7513)
C (0.7108, -2.8443, 3.8197)
C (1.7877, -2.1003, 3.3577)
C (-0.7653, -1.8146, 2.2757)
C (0.6978, -1.2928, -4.4944)
C (-3.7285, 0.3983, 1.5378)
C (1.4798, -0.4285, -3.7536)
C (-2.8987, -0.9392, -0.2850)
C (2.5780, 0.2274, -4.2887)
C (0.3106, -1.0799, 1.7893)
C (-2.8019, 0.1768, 0.5366)
H (0.4320, -2.1836, -6.4185)
H (-2.2272, -1.0723, -1.1365)
H (-1.5061, 1.6864, 1.1182)
H (-1.7499, 1.6188, -0.4990)
H (-4.0082, -2.7543, -0.6984)
H (3.1676, 0.8985, -3.6820)
H (-5.4511, -0.4098, 2.5420)
H (-1.7698, -1.6896, 1.8897)
H (2.7637, -2.2377, 3.8033)
H (2.3813, -1.0378, -7.4213)
H (-3.6467, 1.2750, 2.1714)
H (-0.1500, -1.7832, -4.0406)
H (3.7484, 0.5012, -6.0504)
H (-1.3784, -3.3196, 3.7034)
H (2.4085, -0.6135, 1.9415)

Atoms 1-6, force components in eV/Å:
Mn 0.00 0.25 0.16
S -0.22 -0.21 -0.02
F 0.02 -0.03 0.03
O 0.06 0.04 -0.01
O 0.24 -0.15 -0.10
O 0.06 -0.03 -0.27

Summary:
2S+1 = 5
E_tot = -78485.5046 eV
Charge = 0
HOMO energy (spin up / spin down) = -0.291 / -0.291 Eh
Energy above the lowest of the compared OMol25 structures with the same formula, charge and spin = 0.000 eV

No. 2
Computed, not measured: a molecular structure, C3H5CsLiO4 at a distorted geometry, with ωB97M-V/def2-TZVPD.

Geometry (Å):
Cs (2.1039, 0.8553, -1.5765)
O (0.7884, -1.6057, -0.8980)
O (-2.9488, -1.6393, 0.9921)
O (-1.0353, -0.7773, 1.3946)
O (-2.4850, 0.4200, 0.2117)
C (-4.3402, -1.6062, 0.6915)
C (-4.5949, -1.9829, -0.7519)
C (-2.1963, -0.5039, 0.9788)
Li (-0.5009, -2.3374, 0.2608)
H (-4.7613, -2.3643, 1.3645)
H (-4.4084, -1.1282, -1.4159)
H (-5.6582, -2.2251, -0.8883)
H (-4.0571, -2.9029, -1.0170)
H (-4.7538, -0.6161, 0.9194)

Atoms 1-6, force components in eV/Å:
Cs -0.52 -0.52 0.30
O 0.05 -0.03 0.01
O -1.29 -0.98 0.86
O 0.49 -0.08 0.97
O -1.23 0.61 1.16
C 0.12 -0.06 0.07

Summary:
2S+1 = 2
E_tot = -12134.1909 eV
Charge = 0
HOMO energy (spin up / spin down) = -0.287 / -0.287 Eh

No. 3
Computed, not measured: 2 unconnected molecules or ions with the total composition O4S2 at a distorted geometry, with ωB97M-V/def2-TZVPD.

Geometry (Å):
S (-2.1848, -0.0975, -0.7530)
S (2.5245, 0.0757, 0.9233)
O (2.9943, -0.8293, 1.8825)
O (-3.1310, 0.9294, -1.0160)
O (1.0973, 0.3275, 0.7539)
O (-1.3001, -0.4058, -1.7907)

Force components x, y, z for each atom (eV/Å):
S -1.07 0.36 1.40
S -2.24 1.91 -1.94
O 0.40 -1.39 1.49
O -0.64 0.49 0.25
O 1.78 -0.52 0.43
O 1.76 -0.85 -1.63

Summary:
E_tot = -29859.4555 eV
Charge = 0
HOMO energy = -0.437 Eh
Energy above the lowest of the compared OMol25 structures with the same formula, charge and spin = 0.077 eV

No. 4
Computed, not measured: a molecular structure, C26H34ClMnO2 at a distorted geometry, with ωB97M-V/def2-TZVPD.

Geometry (Å):
Mn (1.1538, 1.0887, -0.5192)
Cl (1.3280, 0.2914, 4.4969)
O (-0.3525, -1.9670, -2.7978)
O (-2.7003, -2.0368, 0.2949)
C (3.0397, 1.7083, 0.0656)
C (-0.9121, -2.8909, 1.7273)
C (2.5916, -0.5607, -0.3089)
C (-1.8871, -1.5049, -4.6593)
C (-0.8026, 1.8284, -1.3579)
C (-0.4240, 2.6084, -0.2178)
C (0.9337, 4.1007, 5.6553)
C (-0.9083, -3.2178, -2.2614)
C (-1.4238, -3.7733, -3.5766)
C (1.3149, 2.6985, -1.7820)
C (-2.4335, -2.7478, 1.5172)
C (2.3666, 1.1780, 1.2291)
C (1.3820, 2.7709, 5.5267)
C (2.1812, -0.2246, 1.0250)
C (0.2634, 1.8821, -2.3197)
C (3.1237, 0.6333, -0.9108)
C (-0.8633, 1.5398, 2.7926)
C (0.8948, 3.1388, -0.4389)
C (-0.2890, -2.0345, 0.6130)
C (0.2274, -2.8167, -5.0968)
C (-0.1124, 4.5683, 4.8451)
C (-1.4748, -1.1788, 0.1797)
C (-0.8415, -2.4473, -4.1043)
C (-0.2687, 2.3826, 3.7286)
C (0.7798, 1.9145, 4.6276)
C (-0.7195, 3.7382, 3.9156)
H (2.6172, -1.5504, -0.7671)
H (0.7122, -1.9412, -5.5358)
H (-0.6243, -2.3713, 2.6739)
H (-0.5121, -3.9184, 1.7170)
H (-0.9391, -4.6856, -3.9440)
H (2.2735, 2.9562, -2.2530)
H (2.1716, 1.6952, 2.1618)
H (2.2389, 2.3965, 6.0756)
H (-1.0932, 2.9394, 0.5751)
H (-2.5076, -3.8120, -3.7105)
H (-2.6325, -1.2619, -3.8927)
H (-1.7991, 1.4351, -1.5537)
H (-1.7413, -3.0649, -1.5690)
H (0.2316, 1.4373, -3.3110)
H (-1.2350, -0.8369, -0.8432)
H (-2.9966, -3.6754, 1.4844)
H (1.4303, 3.8334, 0.2100)
H (-1.4350, -0.5638, -4.9985)
H (-0.1141, -3.8209, -1.8010)
H (-0.4879, 5.5868, 4.9682)
H (-0.5980, 0.4782, 2.6776)
H (-2.8216, -2.1447, 2.3583)
H (-1.7099, 1.9211, 2.2068)
H (-1.5586, 4.0711, 3.2973)
H (2.0130, -0.8989, 1.8693)
H (-1.5897, -0.2603, 0.8141)
H (-0.2803, -3.3690, -5.9059)
H (0.4728, -1.4316, 1.0822)
H (3.5515, 0.6735, -1.9136)
H (0.9756, -3.4707, -4.6293)
H (0.2179, -2.5254, -0.2375)
H (3.4958, 2.7008, 0.0376)
H (1.4722, 4.8004, 6.2872)
H (-2.3653, -1.9914, -5.5192)

Atoms 1-6, force components in eV/Å:
Mn -0.38 -0.38 0.68
Cl 0.17 -0.38 0.08
O -0.70 -1.46 -0.49
O 2.73 1.07 0.07
C 0.34 -1.07 0.42
C 0.55 -0.01 0.05

Summary:
2S+1 = 4
E_tot = -75439.5951 eV
Charge = +1
HOMO energy (spin up / spin down) = -0.371 / -0.435 Eh

No. 5
Computed, not measured: 7 unconnected molecules or ions with the total composition C38H93N6O9 at a distorted geometry, with ωB97M-V/def2-TZVPD.

Geometry (Å):
O (-2.3293, 4.7662, 5.3739)
O (-4.3603, -3.1200, -4.2822)
O (-6.3203, -3.8741, -3.6061)
O (1.4883, 0.4104, 1.8128)
O (5.6755, -2.7693, -2.8956)
O (1.6054, -1.2896, -2.5133)
O (-0.8024, -5.0434, -4.1438)
O (2.9904, 4.7888, 3.3095)
O (-2.6069, -0.7965, 1.4171)
N (1.6690, 7.2926, 3.7523)
N (-3.9459, 2.6757, 6.4767)
N (-0.6679, 1.3759, 3.4223)
N (-2.5686, -2.9226, 3.3404)
N (-3.2412, -6.5547, -4.2179)
N (7.8648, -3.6988, -1.2923)
C (-2.6096, 5.1041, 4.0261)
C (5.6191, -4.0573, -2.3027)
C (-5.4228, -1.8707, -2.4916)
C (1.6450, -2.3180, -1.5280)
C (-1.5475, -7.9636, -5.2529)
C (3.2342, 0.6100, -2.4417)
C (0.3523, -5.7735, -3.7889)
C (5.9032, -2.7750, -4.2943)
C (2.7154, 6.8460, 4.6787)
C (3.9911, 7.6344, 4.3978)
C (-4.2586, 1.9455, -2.8712)
C (-4.4818, 4.0382, 6.3762)
C (-1.7458, -0.9717, 0.3015)
C (2.9111, 5.3207, 4.6240)
C (-2.3017, -6.6380, -5.3353)
C (-3.6910, -1.7114, 1.4777)
C (-2.5698, -3.9916, 1.1501)
C (-5.4032, -3.0434, -3.5354)
C (2.8953, -0.8502, -2.9099)
C (6.9926, -4.6658, -1.9692)
C (-1.2707, 3.1306, -3.1742)
C (-5.4592, 4.0976, 5.2065)
C (4.2724, 4.8781, 2.7084)
C (2.6833, 1.1714, 1.8778)
C (-4.5413, -0.6668, -2.9939)
C (1.3351, 1.5528, 4.7965)
C (-3.3375, -3.0742, 2.0968)
C (-3.4725, 2.8472, -1.8256)
C (0.2987, 3.0199, -3.1808)
C (-1.9514, 2.4388, -1.9425)
C (-4.9041, 0.6664, -2.2258)
C (7.7247, -5.2214, -3.1868)
C (-3.3584, 5.0866, 6.2927)
C (1.9893, 1.4026, -1.9320)
C (0.4133, 0.6006, 4.0400)
C (0.8311, 1.5554, -2.9838)
C (1.1480, -0.2694, 3.0088)
C (-1.3758, -5.4085, -5.3925)
H (-5.0019, -2.1947, -1.5056)
H (-0.5930, -5.5285, -6.1557)
H (0.7959, 6.8320, 4.0001)
H (7.4122, -3.3974, -0.4324)
H (-2.8805, -6.6540, -6.2645)
H (5.0751, -3.9212, -1.3630)
H (-6.3598, 3.5252, 5.4366)
H (-3.1231, -2.3847, 4.0029)
H (-1.3305, 0.7299, 2.9940)
H (5.4240, -3.6268, -4.7842)
H (3.6772, -1.5335, -2.4525)
H (0.6583, -2.8466, -1.5911)
H (-2.6954, -6.3695, -3.3786)
H (-6.0205, 0.7156, -2.1657)
H (-4.2796, -3.5761, 2.3384)
H (5.0145, -4.7388, -2.9147)
H (1.6444, 2.4065, 4.1906)
H (-5.0314, 2.5287, -3.4261)
H (-6.4578, -1.4917, -2.2932)
H (3.8008, 1.1877, -3.2161)
H (1.6961, -1.8291, -0.5250)
H (-3.1242, 4.2802, 3.5287)
H (4.3756, 5.8302, 2.1839)
H (0.7638, 3.7487, -2.4727)
H (3.7736, 5.0029, 5.2243)
H (-2.2203, -8.7958, -5.4718)
H (-5.7655, 5.1273, 5.0035)
H (-1.2710, -0.0117, 0.0893)
H (-1.7041, 2.7742, -4.1355)
H (-3.5064, 1.6156, -3.6273)
H (4.2572, 7.6364, 3.3400)
H (2.3990, 7.0968, 5.6962)
H (3.0680, -0.9216, -4.0170)
H (-3.3652, 2.6141, 7.3098)
H (4.8348, 7.2290, 4.9624)
H (-1.5302, 4.2224, -3.1051)
H (-2.5696, -5.0147, 1.5320)
H (-1.6586, 5.2552, 3.5131)
H (3.0837, 1.2516, 0.8655)
H (0.4726, -1.0752, 2.7053)
H (8.1471, -4.4363, -3.8151)
H (-4.4393, -1.2344, 2.1181)
H (-4.1553, -1.8267, 0.4925)
H (2.0315, 4.8531, 5.0758)
H (-2.8710, 5.1355, 7.2712)
H (-0.0310, -0.0740, 4.7794)
H (7.0566, -5.8298, -3.8017)
H (7.8815, -2.8554, -1.8632)
H (2.4687, 2.1838, 2.2288)
H (-0.7317, -7.9978, -5.9818)
H (3.4396, 0.7005, 2.5130)
H (-3.7576, 6.0904, 6.0945)
H (-3.4751, -0.9588, -2.8391)
H (0.9627, -6.0267, -4.6619)
H (1.2174, 1.1923, -3.9642)
H (-3.2826, 2.5524, 5.7121)
H (4.3516, 4.0820, 1.9662)
H (-1.5261, -3.6941, 1.0343)
H (3.9508, 0.5254, -1.5792)
H (2.0317, -0.7534, 3.4457)
H (0.6276, 3.3394, -4.2060)
H (2.4218, -3.0976, -1.7045)
H (1.8917, 6.9083, 2.8357)
H (-5.0411, 3.6787, 4.2906)
H (-0.9531, -1.6836, 0.5441)
H (0.0791, -6.6801, -3.2423)
H (-3.8038, -5.7073, -4.3323)
H (-5.0547, 4.2471, 7.2861)
H (0.9491, -5.1514, -3.1177)
H (0.0187, 0.8471, -2.6953)
H (-3.0326, -4.0092, 0.1603)
H (6.9747, -2.7686, -4.5060)
H (-0.2687, 1.8720, 2.6271)
H (-3.6290, 3.9366, -1.9950)
H (1.6368, 1.0164, -0.9419)
H (2.3476, 2.4472, -1.7126)
H (-1.9221, 1.3350, -2.1408)
H (2.2342, 1.0352, 5.1431)
H (8.5536, -5.8583, -2.8716)
H (-1.7803, -2.3111, 3.1343)
H (6.8197, -5.5041, -1.2868)
H (-2.2885, -1.2948, -0.5914)
H (-3.1970, 6.0236, 3.9475)
H (3.8651, 8.6769, 4.6967)
H (5.4817, -1.8564, -4.7052)
H (-1.9784, -4.5498, -5.6983)
H (0.8266, 1.9539, 5.6762)
H (-4.5398, 0.6020, -1.1672)
H (-4.6866, -0.4747, -4.0806)
H (-1.3739, 2.6278, -1.0059)
H (-3.8401, 2.5464, -0.8136)
H (5.0790, 4.7547, 3.4365)
H (-1.1281, -8.1451, -4.2619)

Atoms 1-6, force components in eV/Å:
O -0.13 0.35 0.05
O -0.55 0.75 1.09
O -0.90 0.44 0.89
O 0.29 -0.17 0.10
O 0.00 -0.37 -0.12
O 0.74 -0.44 -0.34

Summary:
E_tot = -68279.6379 eV
Charge = -1
HOMO energy = -0.152 Eh

No. 6
Computed, not measured: C4H10S2 in the gas phase at a distorted geometry, with ωB97M-V/def2-TZVPD.

Geometry (Å):
S (1.2777, 0.4044, 1.2590)
S (-1.9555, 0.2931, 0.5341)
C (1.8175, 0.1890, -1.3670)
C (-0.6395, -0.1177, -0.7790)
C (0.6736, 0.5058, -0.3581)
C (-0.6486, -1.5911, -1.0133)
H (2.5241, 0.9492, -1.2468)
H (0.5936, 1.6287, -0.5566)
H (0.0337, -1.8916, -1.8962)
H (-1.6215, -1.8521, -1.3870)
H (2.3496, -0.7198, -1.0254)
H (1.4178, 0.2697, -2.3215)
H (-0.9202, 0.4713, -1.6849)
H (-1.4943, -0.8164, 1.2094)
H (1.0013, -0.8753, 1.5202)
H (-0.2581, -2.2406, -0.1957)

Atoms 1-6, force components in eV/Å:
S 0.38 -0.01 2.01
S 0.99 -1.27 -0.55
C -0.39 -1.20 2.71
C -0.84 1.48 0.84
C 0.91 2.05 -2.66
C 1.88 -1.27 -1.95

Summary:
E_tot = -25979.8011 eV
Charge = 0
SMILES = C[C@H](S)[C@@H](C)S
HOMO energy = -0.319 Eh
Energy above the lowest of the compared OMol25 structures with the same formula, charge and spin = 1.183 eV

No. 7
Computed, not measured: C4H6N2S in the gas phase at a distorted geometry, with ωB97M-V/def2-TZVPD.

Geometry (Å):
S (3.1335, -1.4939, -0.1462)
N (3.2648, 2.3043, 0.0981)
N (0.6711, 0.0565, -0.1846)
C (2.8896, 1.2205, 0.0113)
C (-0.0063, 1.2893, 0.0330)
C (0.0082, -1.1994, -0.1140)
C (2.4010, -0.0760, -0.0669)
H (-0.6890, -1.2416, 0.7287)
H (-0.0546, 1.8732, -0.8924)
H (-1.0267, 1.0676, 0.3534)
H (0.4741, 1.9033, 0.7982)
H (-0.5408, -1.4033, -1.0399)
H (0.7538, -1.9890, 0.0114)

Atoms 1-6, force components in eV/Å:
S 0.19 0.44 0.07
N -0.04 -0.02 -0.02
N 5.65 -1.10 0.25
C 0.75 1.28 0.15
C -0.04 0.52 -0.07
C -0.19 -0.23 -0.07

Summary:
E_tot = -18058.0779 eV
Charge = 0
SMILES = CN(C)C(=S)C#N
HOMO energy (spin up / spin down) = -0.325 / -0.325 Eh
Energy above the lowest of the compared OMol25 structures with the same formula, charge and spin = 2.895 eV

No. 8
Computed, not measured: 2 unconnected molecules or ions with the total composition C9H13PS2 at a distorted geometry, with ωB97M-V/def2-TZVPD.

Geometry (Å):
S (-2.2646, -0.8723, -2.1268)
S (-1.1698, -3.2266, 1.6866)
P (-1.3845, -0.5612, -0.4244)
C (3.1910, -0.7549, -0.6662)
C (-1.4748, 1.1728, 1.8192)
C (1.0445, -0.7662, -1.7347)
C (2.5790, -0.5966, 0.5677)
C (2.4212, -0.8538, -1.8145)
C (-2.0289, 0.9792, 0.4186)
C (1.2017, -0.5238, 0.6592)
C (0.4316, -0.5722, -0.4996)
C (-1.7149, 2.1532, -0.5024)
H (4.2689, -0.8140, -0.7270)
H (3.1757, -0.5508, 1.4657)
H (-0.4307, 1.4771, 1.7801)
H (-2.1838, 2.0192, -1.4751)
H (0.4329, -0.8453, -2.6232)
H (-1.5612, 0.2559, 2.3997)
H (-3.1131, 0.8205, 0.4673)
H (2.8911, -1.0098, -2.7747)
H (-0.2763, -3.7535, 0.8606)
H (0.7304, -0.4601, 1.6268)
H (-0.6382, 2.2523, -0.6453)
H (-2.0916, 3.0764, -0.0666)
H (-2.0354, 1.9546, 2.3289)

Atoms 1-6, force components in eV/Å:
S 0.24 -0.13 0.93
S -0.56 1.60 -0.58
P 0.10 -0.63 -0.34
C 0.02 -0.01 -0.02
C -0.02 -0.11 0.05
C -0.19 0.11 -0.07

Summary:
E_tot = -40501.7746 eV
Charge = 0
HOMO energy (spin up / spin down) = -0.294 / -0.294 Eh
Energy above the lowest of the compared OMol25 structures with the same formula, charge and spin = 1.287 eV